No. 1
Molecular formula: C45H114N10O28
Method: DFT, wB97M-V/def2-TZVPD

Geometry as XYZ:
```
197
C45H114N10O28 wB97M-V/def2-TZVPD
C -6.444 0.689 -2.403
N -7.521 1.678 -2.059
C -7.725 2.671 -3.223
C -8.806 1.026 -1.795
C -7.121 2.491 -0.789
C -6.021 3.472 -0.905
O -4.787 2.975 -1.348
H -5.497 1.203 -2.581
H -6.788 0.211 -3.305
H -6.339 0.010 -1.523
H -8.247 2.139 -4.024
H -6.706 2.929 -3.585
H -8.285 3.545 -3.013
H -8.994 0.328 -2.589
H -9.576 1.779 -1.773
H -8.786 0.568 -0.816
H -6.927 1.740 -0.018
H -8.005 3.053 -0.515
H -5.951 3.986 0.052
H -6.277 4.264 -1.626
H -4.023 3.114 -0.741
C -1.781 -3.152 -3.036
N -2.938 -3.973 -3.624
C -4.027 -4.187 -2.512
C -3.613 -3.271 -4.780
C -2.308 -5.346 -4.006
C -3.306 -6.260 -4.727
O -3.264 -5.876 -6.112
H -1.358 -3.746 -2.214
H -2.102 -2.178 -2.744
H -1.048 -3.055 -3.822
H -5.002 -4.637 -2.848
H -4.104 -3.137 -2.217
H -3.672 -4.744 -1.680
H -2.919 -3.188 -5.618
H -3.892 -2.371 -4.316
H -4.484 -3.850 -4.967
H -2.019 -5.708 -3.031
H -1.557 -5.191 -4.737
H -4.336 -6.118 -4.413
H -3.108 -7.338 -4.497
H -3.215 -6.640 -6.660
C 9.033 3.053 -1.150
N 8.234 2.706 0.110
C 7.189 1.752 -0.395
C 9.131 1.995 1.083
C 7.710 3.985 0.775
C 6.457 3.759 1.653
O 6.650 3.019 2.817
H 9.828 3.775 -0.912
H 8.388 3.342 -1.995
H 9.490 2.094 -1.387
H 6.475 2.156 -1.094
H 6.711 1.287 0.467
H 7.743 0.924 -0.798
H 9.515 1.145 0.536
H 8.525 1.631 1.916
H 9.954 2.604 1.456
H 7.397 4.618 -0.045
H 8.570 4.411 1.294
H 5.675 3.376 0.970
H 5.959 4.720 1.874
H 6.337 3.540 3.572
C -0.467 0.144 0.499
N 0.435 1.384 0.637
C -0.456 2.587 0.570
C 1.140 1.360 1.960
C 1.348 1.533 -0.507
C 2.581 0.624 -0.481
O 2.273 -0.733 -0.342
H -1.342 0.352 1.165
H 0.060 -0.755 0.740
H -0.785 0.039 -0.563
H -1.206 2.590 1.350
H -0.937 2.627 -0.404
H 0.135 3.447 0.818
H 1.691 0.424 1.952
H 0.417 1.301 2.772
H 1.805 2.220 1.995
H 1.799 2.550 -0.463
H 0.787 1.455 -1.416
H 3.249 0.833 0.368
H 2.942 0.824 -1.493
H 1.730 -1.046 -1.129
C 4.672 -5.229 1.981
C 4.365 -3.765 1.671
C 5.630 -3.008 1.870
O 5.461 -1.612 1.698
C 4.601 -0.925 2.662
N 3.839 -3.661 0.289
H 3.355 -2.815 0.009
H 4.589 -3.814 -0.373
H 2.575 -4.705 -0.029
H 5.586 -5.677 1.535
H 3.783 -5.873 1.745
H 4.674 -5.357 3.092
H 3.609 -3.429 2.390
H 6.335 -3.251 1.116
H 6.161 -3.345 2.777
H 5.126 -0.785 3.623
H 3.616 -1.348 2.873
H 4.345 0.061 2.240
C 2.538 5.841 4.119
C 3.075 4.424 4.175
O 2.625 3.563 3.404
N 4.013 4.283 5.117
H 4.282 5.178 5.532
H -6.053 1.727 6.210
C 4.626 3.066 5.700
H 3.282 6.618 4.234
H 1.808 5.828 4.927
H 2.121 5.988 3.169
H 3.860 2.289 5.938
H 5.168 3.405 6.619
H 5.300 2.637 4.943
C 1.058 2.528 -5.377
C 2.257 3.310 -4.832
O 2.114 4.352 -4.193
N 3.428 2.651 -5.147
H 4.073 2.650 -2.863
H 3.309 1.745 -5.554
C 4.628 3.380 -5.628
H 1.195 1.459 -5.298
H 0.955 2.749 -6.435
H 0.211 2.859 -4.825
H 5.547 2.894 -5.172
H 4.517 4.445 -5.417
H 4.622 3.366 -6.707
C -7.140 3.760 4.287
C -7.874 2.485 4.340
O -7.339 1.480 4.904
N -9.157 2.366 3.883
H -4.041 3.907 9.553
H -9.525 3.271 3.622
C -9.916 1.203 4.420
H -7.647 4.515 3.643
H -6.076 3.585 4.024
H -7.161 4.182 5.300
H -10.846 1.525 4.895
H -9.276 0.748 5.156
H -10.101 0.468 3.636
C 2.818 -7.573 -4.841
C 1.984 -6.398 -4.502
O 0.875 -6.087 -4.619
N 2.853 -5.280 -3.872
H 3.144 -5.456 -2.918
H 3.736 -5.263 -4.359
C 2.320 -3.848 -3.949
H 3.557 -7.898 -4.114
H 3.475 -7.313 -5.715
H 2.302 -8.500 -5.049
H 3.120 -3.193 -4.277
H 1.922 -3.499 -3.021
H 1.562 -3.835 -4.715
C -3.455 -3.784 5.035
C -4.013 -2.492 4.371
O -5.192 -2.239 4.380
N -3.164 -1.512 3.698
H -2.582 -1.873 1.828
H -3.709 -0.659 3.672
C -1.762 -1.280 4.020
H -2.487 -4.162 4.566
H -4.243 -4.479 4.959
H -3.148 -3.603 6.075
H -1.437 -0.349 3.618
H -1.172 -2.031 3.480
H -1.590 -1.340 5.078
O -0.316 -0.462 -3.982
C 0.898 -0.995 -3.244
O 1.978 -0.703 -3.663
O 0.488 -1.588 -2.216
H 0.080 0.116 -4.669
O -3.563 3.041 9.336
C -1.563 4.645 -2.835
O -2.167 4.943 -3.801
O -0.873 4.423 -1.896
H -3.987 2.543 10.148
O -4.478 -0.699 1.038
C -3.583 -1.338 0.322
O -2.557 -1.975 0.871
O -3.666 -1.323 -0.886
H -4.253 -1.075 1.930
O 3.849 4.862 -0.886
C 4.494 4.199 -1.808
O 5.434 4.666 -2.397
O 3.999 2.989 -1.944
H 4.296 5.705 -0.834
O -3.393 0.167 6.153
C -4.390 0.795 5.514
O -4.532 0.794 4.319
O -5.097 1.521 6.425
H -3.290 0.464 7.067
O 1.258 -7.263 -0.858
C 2.305 -6.383 -0.693
O 3.503 -6.510 -0.996
O 1.706 -5.249 -0.211
H 1.635 -8.105 -1.237
```

As for the gap between HOMO and LUMO: 8.7 eV. As for the strongest force on any atom: 4.7 eV/A. As for the total charge: +4. As for the multiplicity: 1. For the calculated total energy, the calculation gives -4436.16424 a.u.

Mulliken atomic charge list, values in e, 6 entries: -0.899 0.003 -0.902 -0.884 -0.531 -0.724



No. 2
Molecular formula: C45H115N5O15S5
Method: DFT, wB97M-V/def2-TZVPD

Geometry as XYZ:
```
185
C45H115N5O15S5 wB97M-V/def2-TZVPD
C -10.063 -6.467 -4.492
C -9.836 -7.313 -3.201
N -8.532 -6.972 -2.604
C -8.376 -5.529 -2.357
C -9.262 -5.043 -1.166
C -8.268 -7.885 -1.446
C -6.853 -7.706 -0.975
H -10.968 -6.790 -5.007
H -9.199 -6.440 -5.157
H -10.266 -5.429 -4.228
H -10.679 -7.105 -2.542
H -9.809 -8.380 -3.424
H -7.331 -5.266 -2.193
H -8.543 -5.026 -3.309
H -10.287 -5.413 -1.213
H -8.871 -5.378 -0.206
H -9.523 -3.985 -1.142
H -8.501 -8.919 -1.700
H -8.868 -7.666 -0.562
H -6.137 -7.581 -1.787
H -6.600 -8.456 -0.225
H -6.842 -6.756 -0.440
C -13.727 7.552 -9.230
C -15.125 7.736 -8.598
N -15.108 8.447 -7.300
C -14.699 9.865 -7.392
C -13.998 10.399 -6.167
C -16.345 8.364 -6.483
C -16.848 6.926 -6.320
H -13.191 8.475 -9.449
H -13.791 6.991 -10.163
H -13.040 7.017 -8.574
H -15.786 8.285 -9.268
H -15.562 6.755 -8.414
H -14.049 10.032 -8.252
H -15.580 10.476 -7.590
H -12.980 10.015 -6.097
H -13.966 11.476 -6.002
H -14.481 9.904 -5.325
H -17.075 9.061 -6.894
H -16.199 8.759 -5.477
H -17.463 6.555 -7.140
H -17.500 6.887 -5.447
H -16.061 6.175 -6.257
C -17.636 -0.808 -1.115
C -16.402 -0.088 -0.551
N -16.716 0.872 0.536
C -17.253 2.105 -0.090
C -17.663 3.303 0.740
C -15.560 1.211 1.320
C -15.160 0.072 2.263
H -18.384 -0.106 -1.481
H -18.138 -1.305 -0.285
H -17.419 -1.563 -1.870
H -15.677 -0.809 -0.175
H -15.852 0.534 -1.258
H -16.655 2.349 -0.968
H -18.180 1.844 -0.601
H -18.270 2.883 1.541
H -16.821 3.867 1.142
H -18.327 3.958 0.175
H -15.869 1.988 2.020
H -14.703 1.579 0.756
H -14.587 0.489 3.091
H -14.421 -0.575 1.791
H -16.015 -0.512 2.604
C -14.002 3.381 10.589
C -13.105 3.150 9.363
N -12.144 4.275 9.295
C -12.763 5.597 9.050
C -13.900 5.686 7.923
C -11.247 3.937 8.240
C -10.143 5.022 7.940
H -14.745 4.168 10.454
H -13.400 3.606 11.469
H -14.624 2.507 10.782
H -12.562 2.211 9.471
H -13.701 3.124 8.451
H -11.978 6.335 8.889
H -13.169 5.876 10.023
H -14.351 6.674 7.833
H -14.719 4.973 8.014
H -13.391 5.571 6.966
H -10.760 3.002 8.518
H -11.803 3.817 7.311
H -9.484 5.259 8.776
H -9.477 4.647 7.163
H -10.562 5.953 7.557
C -22.632 -7.215 -0.014
C -21.566 -8.065 0.574
N -20.809 -8.654 -0.518
C -21.510 -9.649 -1.328
C -20.724 -10.316 -2.470
C -19.545 -9.112 -0.010
C -18.462 -8.024 -0.304
H -23.220 -6.704 0.748
H -23.415 -7.720 -0.580
H -22.136 -6.448 -0.608
H -20.936 -7.413 1.179
H -21.978 -8.812 1.253
H -21.844 -10.417 -0.631
H -22.359 -9.116 -1.755
H -20.165 -11.147 -2.041
H -21.444 -10.777 -3.147
H -20.053 -9.648 -3.010
H -19.180 -10.025 -0.479
H -19.648 -9.304 1.058
H -17.468 -8.185 0.112
H -18.770 -7.050 0.075
H -18.398 -7.956 -1.390
O -8.463 1.504 -4.503
S -9.654 2.032 -5.146
O -11.009 1.495 -4.893
O -9.647 3.667 -4.806
C -10.821 4.430 -5.001
C -11.402 4.631 -3.631
C -9.294 2.119 -6.932
H -11.700 4.035 -5.510
H -10.511 5.363 -5.472
H -10.596 4.978 -2.985
H -11.681 3.629 -3.304
H -12.255 5.310 -3.660
H -9.240 1.094 -7.299
H -8.351 2.645 -7.081
H -10.193 2.609 -7.305
O -23.350 -3.883 -8.568
S -22.040 -3.824 -7.935
O -20.818 -4.433 -8.512
O -21.777 -2.202 -7.614
C -22.863 -1.311 -7.525
C -22.183 0.062 -7.351
C -22.225 -4.261 -6.215
H -23.452 -1.576 -6.647
H -23.391 -1.415 -8.473
H -22.861 0.915 -7.393
H -21.452 0.192 -8.149
H -21.651 0.300 -6.431
H -22.580 -5.289 -6.293
H -22.971 -3.638 -5.721
H -21.284 -4.211 -5.668
O -23.493 9.851 -0.255
S -24.582 9.093 -0.857
O -25.609 9.919 -1.520
O -23.850 8.150 -2.013
C -24.615 7.415 -3.028
C -24.571 8.144 -4.369
C -25.365 7.658 0.160
H -25.627 7.135 -2.734
H -23.995 6.523 -3.121
H -23.603 8.551 -4.662
H -25.172 9.050 -4.288
H -25.032 7.579 -5.179
H -25.684 8.170 1.068
H -24.562 6.923 0.209
H -26.185 7.164 -0.361
O -21.632 6.976 7.084
S -21.842 7.886 8.140
O -23.065 7.755 8.978
O -20.583 7.876 9.216
C -20.663 8.644 10.402
C -19.240 9.052 10.840
C -21.656 9.631 7.460
H -21.262 8.097 11.130
H -21.327 9.509 10.395
H -18.674 9.480 10.013
H -18.702 8.191 11.238
H -19.304 9.780 11.649
H -21.517 10.302 8.308
H -22.580 9.839 6.920
H -20.828 9.737 6.761
O -24.971 -0.561 -0.478
S -25.400 0.340 0.569
O -25.562 1.779 0.333
O -26.886 -0.241 1.168
C -27.680 0.600 2.022
C -28.800 -0.203 2.723
C -24.277 0.022 2.068
H -28.171 1.446 1.542
H -27.013 0.987 2.793
H -29.488 0.365 3.349
H -28.357 -0.914 3.421
H -29.325 -0.860 2.029
H -24.238 -1.037 2.321
H -24.824 0.584 2.825
H -23.331 0.528 1.873
```

As for the gap between HOMO and LUMO: 8.3 eV. As for the strongest force on any atom: 4.4 eV/A. As for the multiplicity: 1. The SMILES is CCOS(C)(=O)=O.CCOS(C)(=O)=O.CCOS(C)(=O)=O.CCOS(C)(=O)=O.CCOS(C)(=O)=O.CCN(CC)CC.CCN(CC)CC.CCN(CC)CC.CCN(CC)CC.CCN(CC)CC. The energy above the lowest of the compared OMol25 structures with the same formula, charge and spin comes out at 5.2964 eV. For the calculated total energy, the calculation gives -5176.51975 a.u.

Mulliken atomic charge list, values in e, 6 entries: -1.317 -0.378 -0.045 -0.693 -0.989 -0.396



- Which of these has the lowest calculated total energy?
  C45H115N5O15S5



- strongest force on any atom of number 2 (C45H115N5O15S5)?
  4.4 eV/A



- Look up the calculated total energy of the first one.
  -4436.16424 a.u.